Record 1
Here is a gas-phase ion, C5H8FN2 (charge +1) from OMol25. Energies are from ωB97M-V/def2-TZVPD.

* energy relative to the best compared isomer or geometry (same formula, charge and spin): 14.6 kcal/mol
* SMILES: FCC[n+]1cc[nH]c1
* highest occupied orbital energy: -14.435 eV
* total charge: +1
* frontier orbital gap: 11.10 eV
* max |F|: 4.77 eV Å⁻¹

Geometry as XYZ:
```
16
Properties=species:S:1:pos:R:3:forces:R:3
F -0.582489 2.029740 1.264501 0.0984 0.6982 -0.1594
N -0.396439 -2.240711 0.295960 2.0156 2.5166 -0.4500
N 0.519030 -0.280890 0.060693 -1.2186 2.3635 -3.9659
C -0.224504 -1.179449 -0.568552 -0.0340 -1.6755 3.0008
C -0.825132 1.949431 -0.104425 0.5744 -0.1738 -0.0403
C 0.439037 1.282363 -0.663915 0.1369 -1.5754 3.7783
C 0.392099 -1.959591 1.400484 -0.2812 -0.9058 -0.6709
C 0.996413 -0.765344 1.241830 -0.8797 0.7607 0.4236
H -1.016395 2.925374 -0.603004 0.4955 -0.3434 0.6201
H 0.627700 1.228860 -1.719643 0.0202 -0.3486 -0.2618
H 0.472683 -2.746814 2.091820 0.3137 -0.3421 1.1364
H -0.701136 -1.081219 -1.487919 -0.5946 0.2280 -1.3263
H 1.522034 -0.115080 1.911286 0.3441 -0.1857 0.1742
H -0.674844 -3.179749 0.125553 -0.6382 -0.4743 -0.5588
H 1.218311 1.732723 -0.038654 0.2579 0.1954 -0.9412
H -1.740307 1.403582 -0.122075 -0.6103 -0.7378 -0.7586
```
Forces are in eV/Å.

Record 2
Here is a molecular structure, C63H64N2O3P2Pd from OMol25. Energies are from ωB97M-V/def2-TZVPD.

* energy relative to the best compared isomer or geometry (same formula, charge and spin): 26.8 kcal/mol
* highest occupied orbital energy: -6.050 eV
* total charge: 0
* frontier orbital gap: 4.74 eV
* max |F|: 2.96 eV Å⁻¹

Geometry as XYZ:
```
135
Properties=species:S:1:pos:R:3:forces:R:3
Pd -0.390497 1.518635 7.999227 0.3783 -0.3363 -0.3385
P -1.905082 3.043934 7.516396 1.3000 -0.2115 -0.0001
P -0.546023 -0.612908 8.576382 0.7986 0.8999 -0.5637
O 2.006046 2.401497 0.662332 0.2727 0.5804 0.1136
O -1.173379 -0.333144 1.073705 -1.1890 0.1467 0.1057
O -0.697051 1.697516 1.910893 0.1715 -0.1945 0.1216
N 2.313196 6.280614 9.572614 -0.0595 0.2657 0.2961
N 3.692257 -4.087580 4.814209 0.0858 -0.0162 0.0495
C 2.034262 -0.793483 11.702158 0.1261 0.0220 -0.2589
C 2.171202 5.573085 7.257092 0.1355 -0.0591 -0.0501
C 1.944703 1.123888 3.590727 -0.3955 0.0813 2.3923
C 2.960317 -5.251030 4.364340 -0.2195 -0.0590 -0.1783
C -3.642739 5.393580 10.365264 0.0321 -0.0567 -0.0621
C -4.474397 0.743566 5.395784 -0.0132 0.2877 0.1938
C -0.612308 4.555995 3.960197 0.0281 0.0692 0.1144
C -2.665021 5.419370 11.366535 0.1281 -0.0696 -0.2030
C -1.158997 -1.583171 6.062270 0.1893 -0.2441 0.0237
C -0.861731 3.690763 5.025081 -0.0956 0.2793 0.0317
C 2.373423 2.238497 4.377403 0.8723 0.5007 0.1002
C 2.157297 -1.080066 8.910408 0.1436 0.1178 0.5956
C -4.277753 -1.888736 9.493778 0.0902 0.1091 0.0906
C 1.113510 0.222790 1.277355 -1.2918 1.4500 -2.2326
C 3.302770 0.364892 0.230294 -0.1037 0.1704 -0.1502
C 4.053012 -1.696004 4.898962 0.0026 -0.1093 0.0743
C -4.520520 2.073404 7.862369 0.0996 -0.0587 -0.4067
C -2.949983 -1.886126 9.070766 -0.0598 0.3839 0.3501
C 1.372743 -1.104540 0.652287 0.3296 -0.3674 -0.6441
C 1.879197 7.615225 9.214876 -0.0949 0.1056 -0.3237
C 3.269863 -0.898828 11.051407 -0.0930 0.0031 0.1705
C -0.746432 5.937020 4.141883 -0.0510 -0.0490 0.1119
C 2.388128 -0.186941 3.900811 0.3650 -0.5040 0.3084
C -0.648488 -3.834383 5.330829 -0.1196 0.2220 0.0776
C 2.893864 -1.103754 0.359936 -0.0276 -0.3742 0.3181
C -5.549732 0.563721 6.275824 0.0855 0.0997 0.0117
C 0.023823 -4.088913 6.530694 -0.0293 0.0396 -0.1328
C 2.415153 5.301241 8.634083 0.0729 -0.3546 -0.3211
C -5.583480 1.252576 7.491029 0.0852 -0.1640 -0.1760
C -3.409521 4.697484 9.179020 0.5187 0.1104 0.5915
C 2.062337 -2.602416 3.812323 -0.2092 0.0735 0.2946
C -1.234536 -2.582359 5.093576 0.0768 -0.2800 0.1397
C -1.457065 4.734019 11.188143 -0.1806 -0.0234 -0.0680
C 2.624106 3.245657 6.669259 0.0346 0.9494 0.7644
C -3.440594 1.619032 5.733389 -0.3387 -0.1478 0.1612
C 2.087025 1.187307 0.728069 -0.6973 -1.4301 0.7005
C 4.853605 -4.324380 5.647053 0.2010 0.1652 0.0667
C -1.118674 6.450519 5.390355 0.1664 -0.0369 -0.0048
C -3.872464 0.107325 10.804047 0.3058 -0.0580 0.0108
C -3.452638 -0.951332 0.684027 -0.1872 -0.2064 -0.1071
C -1.252145 3.965226 10.038848 -0.0799 0.1561 0.1047
C -4.740750 -0.885882 10.347587 -0.0284 -0.1134 -0.0115
C 3.333657 -1.058603 9.662018 -0.3519 -0.0467 -0.0443
C 2.302369 4.580394 6.301572 0.1067 -0.3308 0.4848
C 3.277763 -2.829888 4.522602 -0.0555 0.4010 -0.1848
C -1.354454 4.198485 6.236237 -0.4287 0.7793 0.0529
C 2.629636 2.162964 5.736446 -0.0362 -0.4497 -1.1651
C -2.546149 0.122509 1.218880 0.2641 -0.2199 -0.0004
C -2.216549 3.967029 9.026410 -0.9056 0.7219 -0.0880
C 0.852156 -0.812259 10.960847 0.5275 -0.1709 -0.2833
C 0.920366 -0.937340 9.566225 0.0172 -0.4157 0.5888
C 3.648834 -0.430088 4.528880 -0.3689 0.2173 -0.0246
C 2.751870 6.059639 10.936454 0.0869 -0.2907 0.1494
C -0.302623 0.631259 1.439574 2.4904 0.3013 0.1469
C 2.786960 3.981553 9.007727 0.0512 0.2570 -0.0542
C 1.592310 -1.324709 3.611910 0.0924 -0.2099 -0.0904
C -3.445318 2.266824 6.980393 -0.4955 -0.1329 -0.0115
C 0.097858 -3.099433 7.506923 -0.3439 0.1479 -0.4016
C -2.089717 -0.849796 9.472032 -0.5052 -0.5702 0.0641
C -2.549491 0.141064 10.352790 -0.3911 -0.1686 -0.0978
C 2.873600 2.994527 8.049250 -0.2732 -0.1666 -0.6429
C -0.503544 -1.848406 7.271320 -0.0040 -0.8439 0.1457
C -1.425487 5.586934 6.442519 -0.0905 -0.1994 -0.5082
H 3.534041 0.636832 -0.810476 -0.0726 0.0784 0.3038
H 2.189979 -1.179668 7.823025 0.0149 0.0462 0.2660
H -1.753817 -2.387465 4.153778 0.1600 -0.0775 0.2088
H 4.692054 -4.004656 6.691913 0.0332 -0.1214 -0.2965
H 0.837904 -1.187335 -0.313384 -0.0235 -0.1589 0.3230
H 1.459361 -3.442521 3.462381 0.1725 0.3043 0.3489
H -0.121681 -0.726243 11.443148 0.2708 -0.0115 -0.0390
H 3.415485 -1.575813 1.207323 -0.0344 0.0874 -0.2377
H -4.944936 -2.674300 9.142497 0.0726 0.1961 0.1149
H -3.401523 -1.862027 1.287880 0.0263 0.0613 -0.0833
H -0.672238 4.787056 11.945876 -0.3135 -0.0808 -0.1290
H 5.730409 -3.788659 5.255838 -0.1383 -0.2036 0.1111
H 0.880281 7.595321 8.747246 0.2761 0.0272 0.1509
H -0.352840 3.342114 9.921014 -0.3433 0.3843 -0.0270
H -4.439454 0.210476 4.442801 -0.0676 0.1724 0.2795
H 2.577833 8.090930 8.505472 -0.1861 -0.0329 0.2229
H 4.981412 -1.830370 5.466142 -0.4168 0.1331 -0.4078
H 4.300626 0.421407 4.743707 -0.1918 -0.3364 -0.1604
H -0.332898 4.133192 2.993993 0.0474 0.1226 0.2120
H -2.611521 1.786018 5.044178 -0.2650 -0.1563 0.1499
H 1.828382 8.218476 10.125868 -0.0268 -0.0725 -0.3145
H -4.145928 4.700447 8.377139 0.1473 0.0768 0.1859
H -2.845186 5.976062 12.286927 0.0633 -0.1210 -0.2498
H -4.223445 0.871014 11.503589 0.0776 -0.2180 -0.2956
H 3.011095 3.753147 10.052086 -0.1200 -0.0008 -0.4378
H 3.587731 -6.121253 4.563383 -0.2949 0.0135 -0.1195
H -6.433705 1.139157 8.166098 0.2490 -0.0480 -0.1888
H -4.525745 2.563255 8.834183 -0.0290 -0.2418 -0.2371
H -6.363862 -0.112379 6.011877 0.2082 0.1890 0.0530
H 1.985886 -0.691977 12.786330 0.0930 -0.0178 -0.2497
H -1.894261 0.968428 10.630673 -0.1465 -0.1871 -0.0839
H 2.623730 6.990304 11.497976 0.0799 -0.3069 -0.0928
H 0.602551 -3.294970 8.456114 -0.1854 0.0566 -0.3113
H 5.058180 -5.398333 5.622463 0.1154 0.3237 0.1703
H 1.996948 -5.366682 4.884876 0.2210 0.0027 -0.1219
H 2.160294 5.271059 11.433760 0.1580 0.2466 -0.1222
H -0.717033 -4.615499 4.572435 0.0092 0.1936 0.1672
H -2.580199 -2.661302 8.403383 -0.1655 0.1434 0.1012
H -1.188258 7.530991 5.545095 0.0298 -0.3352 -0.1065
H 1.061217 -1.959357 1.269014 0.1005 0.0214 -0.2301
H -0.558530 6.615222 3.307034 -0.0346 -0.2040 0.2549
H 2.363923 3.208142 3.876529 -0.5285 -0.1235 0.2596
H -1.604281 -0.597623 5.893738 0.1270 -0.3081 0.0964
H 2.769957 -5.198030 3.284895 0.0238 -0.0693 0.1897
H 2.149437 4.816710 5.250900 -0.1422 0.0480 0.2601
H 0.582206 -1.168146 3.219023 0.5675 -0.1553 0.0121
H 3.129297 1.976323 8.349817 -0.0738 0.2047 -0.0201
H 1.901785 6.582970 6.940010 0.0821 -0.4197 0.1024
H 3.816499 5.762055 10.979260 -0.3571 0.1184 0.0036
H 4.190640 -0.857745 11.634667 -0.2383 -0.0551 -0.1526
H -2.670166 1.059781 0.658997 0.0578 -0.2289 0.2945
H -0.664677 2.622088 4.913262 -0.1814 0.2740 -0.0208
H 2.749585 1.175933 6.180994 -0.2914 0.1024 -0.0385
H -1.747215 5.976881 7.411441 0.0557 -0.0730 -0.3591
H -2.739497 0.309883 2.287459 0.0291 0.1109 -0.3746
H 4.185186 0.594973 0.843075 -0.1678 0.1314 -0.1806
H -3.208256 -1.204851 -0.352120 0.0170 0.0440 0.1472
H 4.297886 -1.170490 9.160574 -0.2615 0.0699 0.1856
H 0.482102 -5.064563 6.715402 -0.1817 0.2885 -0.0940
H -4.482274 -0.584806 0.705621 0.0214 -0.0752 0.0092
H 3.129660 -1.676776 -0.545913 -0.0118 0.0411 0.2681
H 1.042877 1.347607 3.026211 0.3362 -0.1566 0.0406
H -4.590053 5.918036 10.496746 0.2857 -0.0661 0.0451
H -5.790449 -0.874609 10.650955 0.3436 -0.0253 -0.0430
```
Forces are in eV/Å.

Record 3
Here is a molecular structure, C18H37GeN2O3Re from OMol25. Energies are from ωB97M-V/def2-TZVPD.

* multiplicity: 3
* energy relative to the best compared isomer or geometry (same formula, charge and spin): 20.0 kcal/mol
* <S²>: 2.0124
* highest occupied orbital energy (spin up / spin down): -20.980 / -21.070 eV
* total charge: +4
* frontier orbital gap (spin up / spin down): 8.10 / 7.20 eV
* max |F|: 1.77 eV Å⁻¹

Geometry as XYZ:
```
62
Properties=species:S:1:pos:R:3:forces:R:3
Re 0.439576 -0.136874 -0.963372 0.0981 0.0741 -0.0299
Ge -1.024873 0.883230 -3.143120 -0.2860 0.1193 0.0828
O 2.082023 -0.223077 -1.609897 0.0071 -0.1599 0.0825
O -0.174099 1.546782 -1.599210 0.2113 -0.5084 -0.0729
O -0.820584 -0.764799 -2.204094 0.4064 0.2868 0.2358
N 0.284466 0.231659 3.410423 0.0365 0.0459 0.2254
N 0.308093 0.109567 0.974437 -0.0580 -0.0506 -0.0712
C -2.561455 -3.590416 -3.107312 0.4034 0.2474 0.0669
C -3.959369 -1.527692 -3.440811 0.3111 0.2612 0.0283
C -0.528300 4.564458 -0.878698 -0.2138 -0.5040 0.0089
C -3.254346 -2.438031 -2.537139 -1.2863 -0.9809 -0.2855
C -0.797320 0.143630 6.095876 -0.0220 -0.0056 -0.0186
C 2.862033 -2.121105 -2.996138 0.0589 -0.1665 0.0577
C 0.563286 -0.987606 4.291951 0.0027 0.1016 -0.0844
C 0.046148 1.538350 4.167487 0.0562 -0.1154 -0.0763
C -3.634380 -2.460716 -1.125166 0.3744 0.2371 0.0780
C 1.909599 -2.461382 -0.654467 0.0975 -0.1510 0.0301
C 0.656988 4.008376 -1.531376 0.5144 1.6892 -0.0240
C 4.182996 -1.360803 -0.961560 0.0520 -0.1683 0.0216
C -0.552025 -1.139993 5.305435 -0.0197 -0.0062 0.0320
C -1.063588 1.335049 5.178172 -0.0260 -0.0046 0.0312
C 0.296544 0.169861 2.166194 -0.0762 -0.0177 -0.1437
C 1.864248 3.781980 -0.733071 -0.1162 -0.5413 0.0294
C 0.812919 4.201990 -2.975478 -0.1753 -0.4677 -0.0763
C 2.853986 -1.696066 -1.559211 -0.2696 0.5562 -0.0748
H -0.124011 4.217690 -3.529987 -0.0022 0.0236 0.0113
H -1.656900 -0.000480 6.747879 0.0190 0.0050 0.0406
H 0.053930 0.353192 6.748557 0.0296 0.0046 -0.0378
H 1.932768 -2.089915 0.374572 0.0036 -0.0019 -0.0122
H -3.904915 -1.487013 -0.720913 -0.0479 -0.0084 -0.0240
H -2.081651 -3.394596 -4.064747 -0.0485 -0.0015 -0.0212
H -0.246433 -1.944605 5.977079 -0.0311 -0.0163 0.0013
H 2.313129 4.788512 -0.662786 0.0121 -0.0091 0.0051
H -1.121171 2.256327 5.761019 -0.0313 0.0004 0.0028
H 1.855911 -2.236444 -3.401739 -0.0006 0.0125 0.0035
H 1.561569 3.556683 -3.433063 0.0345 0.0369 0.0158
H -2.021412 1.227198 4.662926 0.0127 -0.0288 -0.0158
H -3.483031 -1.398576 -4.411669 0.0030 -0.0155 -0.0020
H 3.349028 -3.099627 -3.045922 0.0066 0.0023 -0.0093
H -4.899924 -2.072779 -3.651255 0.0015 -0.0024 -0.0063
H -0.179266 2.304795 3.428734 -0.0038 0.0053 -0.0016
H 0.882303 -2.512713 -1.072415 0.0041 -0.0048 0.0089
H 3.445523 -1.439715 -3.611624 -0.0226 0.0331 0.0091
H -4.567543 -3.055682 -1.136384 0.0001 0.0060 0.0219
H -4.271662 -0.589335 -2.984378 -0.0053 -0.0115 0.0112
H 0.667215 -1.847282 3.632722 0.0040 -0.0103 0.0066
H 4.091504 -0.920069 0.030566 0.0022 0.0143 -0.0121
H 4.763398 -0.712753 -1.614781 -0.0231 0.0287 0.0043
H -2.937834 -3.001323 -0.488011 -0.0188 -0.0307 -0.0185
H -1.465335 -1.475139 4.807533 -0.0006 0.0344 -0.0208
H -1.902959 -4.105630 -2.411691 -0.0398 -0.0163 0.0163
H 4.739010 -2.298133 -0.856287 0.0068 0.0028 -0.0010
H -0.686984 4.203707 0.134677 0.0445 0.0471 0.0207
H -0.281892 5.639881 -0.801070 -0.0139 0.0001 0.0088
H 1.002059 1.759849 4.643999 0.0094 -0.0067 -0.0042
H -3.392772 -4.289848 -3.323968 0.0117 -0.0110 -0.0108
H 1.660409 3.460022 0.285750 -0.0057 0.0477 0.0100
H 2.206128 -3.513101 -0.600819 -0.0381 -0.0015 0.0121
H 2.602989 3.150518 -1.224240 0.0126 0.0489 -0.0236
H 1.523214 -0.771580 4.762853 0.0043 0.0081 -0.0028
H -1.436089 4.503476 -1.475704 0.0208 0.0490 -0.0306
H 1.219107 5.228137 -3.045291 0.0096 -0.0046 -0.0084
```
Forces are in eV/Å.

Record 4
Here is 2 unconnected molecules or ions with the total composition C4H13N2O from OMol25. Energies are from ωB97M-V/def2-TZVPD.

* energy relative to the best compared isomer or geometry (same formula, charge and spin): 64.8 kcal/mol
* highest occupied orbital energy: -11.972 eV
* total charge: +1
* frontier orbital gap: 8.85 eV
* max |F|: 3.55 eV Å⁻¹

Geometry as XYZ:
```
20
Properties=species:S:1:pos:R:3:forces:R:3
O -0.333683 -1.671515 -2.399985 1.1067 1.1178 -2.4985
N 1.589274 0.080267 2.877210 2.9303 -0.8100 1.8393
N -1.611189 -0.597156 -0.223916 0.1998 -2.0948 1.2205
C 1.218739 -0.051784 1.553744 1.9966 0.5089 -1.1792
C -1.238359 0.683403 -0.845002 0.6524 1.4833 0.2947
C 0.250479 0.949571 -0.469489 0.9396 1.6213 -1.7802
C 0.522602 0.941647 0.988714 -0.2286 -1.3765 0.5570
H -0.937909 -1.224077 -0.728899 -0.6373 -0.3321 0.4392
H 0.146040 1.644985 1.756939 -0.1347 0.0468 -1.0971
H 2.106131 1.038959 3.088223 -1.3644 -3.0784 -0.3772
H 0.645123 -1.807207 -2.542925 -1.4424 -0.0100 0.3058
H -1.513847 -0.734460 0.843721 0.6279 1.0546 -1.9177
H 1.862584 -0.799574 0.960551 -1.6475 0.7546 0.6065
H 2.164101 -0.817683 3.147156 -1.2287 2.9756 -0.1374
H 1.041588 0.370831 -1.108144 -1.7530 0.3129 1.4176
H -2.551925 -0.959937 -0.371327 -0.1327 0.3179 -0.6653
H -0.587942 -1.159587 -3.252417 0.4715 -1.3691 2.0617
H -1.354219 0.671963 -1.938593 -0.1054 -0.5636 0.5094
H -1.912785 1.465433 -0.489097 0.2839 -0.0191 0.2154
H 0.495197 1.975920 -0.846464 -0.5340 -0.5399 0.1853
```
Forces are in eV/Å.

- Which value of max |F| does entry 3 give?
  1.77 eV Å⁻¹

- The lowest total charge belongs to which entry?
  C63H64N2O3P2Pd

- The lowest max |F| belongs to which entry?
  C18H37GeN2O3Re

- What is the formula in the third record?
  C18H37GeN2O3Re